Record 1
{
  "formula": "C49H121BN7O26",
  "method": "the ωB97M-V functional and the def2-TZVPD basis",
  "elements": ["O", "C", "O", "B", "O", "C", "O", "O", "C", "O", "C", "O", "O", "C", "O", "H", "H", "H", "H", "C", "O", "H", "H", "H", "H", "C", "O", "H", "H", "H", "H", "C", "O", "H", "H", "H", "H", "C", "O", "H", "H", "H", "H", "C", "O", "C", "C", "N", "C", "C", "O", "C", "H", "H", "H", "H", "H", "H", "H", "H", "H", "H", "H", "H", "H", "H", "H", "C", "O", "C", "C", "N", "C", "C", "O", "C", "H", "H", "H", "H", "H", "H", "H", "H", "H", "H", "H", "H", "H", "H", "H", "C", "O", "C", "C", "N", "C", "C", "O", "C", "H", "H", "H", "H", "H", "H", "H", "H", "H", "H", "H", "H", "H", "H", "H", "C", "O", "C", "C", "N", "C", "C", "O", "C", "H", "H", "H", "H", "H", "H", "H", "H", "H", "H", "H", "H", "H", "H", "H", "C", "O", "C", "C", "N", "C", "C", "O", "C", "H", "H", "H", "H", "H", "H", "H", "H", "H", "H", "H", "H", "H", "H", "H", "C", "O", "C", "C", "N", "C", "C", "O", "C", "H", "H", "H", "H", "H", "H", "H", "H", "H", "H", "H", "H", "H", "H", "H", "C", "C", "C", "O", "C", "N", "H", "H", "H", "H", "H", "H", "H", "H", "H", "H", "H"],
  "xyz": [[-15.934, 12.768, 18.797], [-15.560, 12.347, 19.881], [-16.189, 12.430, 21.044], [-15.328, 11.890, 22.102], [-14.177, 11.384, 21.413], [-14.181, 11.678, 20.133], [-13.280, 11.465, 19.258], [-16.001, 10.941, 23.034], [-15.711, 11.246, 24.282], [-15.932, 10.531, 25.261], [-14.953, 12.568, 24.270], [-14.928, 12.970, 22.982], [-14.546, 13.139, 25.317], [-19.753, 9.479, 19.014], [-21.091, 9.178, 18.834], [-19.472, 10.378, 18.466], [-19.544, 9.655, 20.069], [-19.074, 8.689, 18.693], [-21.174, 8.910, 17.916], [-11.827, 13.717, 13.564], [-11.380, 14.989, 13.177], [-11.958, 12.980, 12.772], [-11.193, 13.266, 14.328], [-12.808, 13.811, 14.029], [-12.088, 15.354, 12.642], [-16.467, 9.375, 14.076], [-15.959, 8.508, 13.057], [-16.607, 10.391, 13.706], [-17.459, 9.068, 14.407], [-15.801, 9.435, 14.937], [-16.007, 7.608, 13.389], [-18.112, 5.631, 26.118], [-18.853, 6.796, 25.898], [-18.243, 4.978, 25.256], [-17.055, 5.878, 26.222], [-18.472, 5.082, 26.989], [-18.264, 7.525, 26.110], [-13.540, 11.324, 31.133], [-14.065, 10.661, 32.259], [-12.791, 12.012, 31.525], [-12.896, 10.635, 30.588], [-14.266, 11.815, 30.485], [-13.362, 10.399, 32.859], [-24.007, 16.250, 25.189], [-23.159, 15.530, 26.118], [-23.596, 15.658, 27.501], [-22.534, 14.894, 28.357], [-21.242, 15.615, 28.315], [-20.230, 15.210, 29.283], [-19.697, 13.750, 29.189], [-20.688, 12.871, 29.616], [-20.325, 11.517, 29.757], [-25.043, 15.968, 25.378], [-23.618, 16.004, 24.201], [-23.968, 17.335, 25.284], [-24.545, 15.160, 27.701], [-23.766, 16.704, 27.759], [-22.371, 13.864, 28.041], [-22.867, 14.902, 29.395], [-20.902, 15.498, 27.371], [-20.463, 15.316, 30.343], [-19.326, 15.782, 29.077], [-18.766, 13.703, 29.754], [-19.411, 13.572, 28.152], [-19.971, 11.141, 28.797], [-21.095, 10.806, 30.056], [-19.489, 11.394, 30.446], [-11.459, -2.452, 25.396], [-11.242, -2.083, 26.744], [-10.095, -1.198, 26.998], [-10.048, 0.086, 26.170], [-11.112, 1.029, 26.706], [-11.384, 2.133, 25.706], [-12.107, 3.433, 26.184], [-11.196, 4.290, 26.792], [-11.627, 5.624, 26.881], [-10.558, -2.926, 25.006], [-11.654, -1.596, 24.750], [-12.241, -3.172, 25.156], [-9.254, -1.771, 26.610], [-9.931, -1.083, 28.070], [-10.215, -0.024, 25.099], [-9.037, 0.492, 26.142], [-11.956, 0.474, 26.706], [-11.934, 1.698, 24.871], [-10.417, 2.375, 25.265], [-12.955, 3.035, 26.740], [-12.715, 3.796, 25.355], [-10.942, 6.362, 27.299], [-12.539, 5.678, 27.475], [-11.778, 6.100, 25.912], [-15.625, 5.405, 19.537], [-16.430, 4.939, 18.452], [-15.722, 4.729, 17.233], [-16.759, 4.385, 16.112], [-16.133, 4.345, 14.757], [-17.014, 3.684, 13.803], [-16.354, 3.199, 12.517], [-15.614, 1.998, 12.790], [-16.408, 0.761, 12.841], [-16.136, 5.359, 20.499], [-15.412, 6.423, 19.209], [-14.706, 4.850, 19.725], [-15.000, 3.919, 17.344], [-15.100, 5.611, 17.083], [-17.588, 5.093, 16.084], [-17.148, 3.415, 16.419], [-15.241, 3.870, 14.749], [-17.863, 4.329, 13.579], [-17.457, 2.828, 14.312], [-15.678, 3.925, 12.066], [-17.087, 3.122, 11.715], [-15.799, -0.142, 12.806], [-17.002, 0.735, 11.928], [-17.100, 0.835, 13.679], [-12.559, 18.267, 20.451], [-13.179, 18.745, 19.276], [-12.911, 17.932, 18.149], [-13.735, 18.471, 17.016], [-13.720, 19.944, 16.929], [-12.462, 20.438, 16.388], [-12.356, 21.928, 16.450], [-12.479, 22.280, 17.808], [-12.061, 23.632, 18.066], [-12.980, 17.391, 20.944], [-12.544, 19.036, 21.223], [-11.544, 17.905, 20.287], [-13.163, 16.882, 18.297], [-11.859, 17.995, 17.873], [-14.749, 18.144, 17.250], [-13.524, 18.053, 16.032], [-14.452, 20.210, 16.285], [-12.236, 20.104, 15.375], [-11.648, 20.046, 16.999], [-13.156, 22.369, 15.855], [-11.391, 22.210, 16.029], [-11.878, 23.750, 19.134], [-12.864, 24.328, 17.823], [-11.122, 23.777, 17.531], [-7.235, 11.164, 25.074], [-7.640, 11.670, 23.803], [-8.946, 12.229, 23.729], [-9.153, 12.518, 22.202], [-8.140, 13.312, 21.548], [-8.221, 13.334, 20.115], [-7.762, 12.001, 19.434], [-6.409, 11.707, 19.807], [-5.914, 10.387, 19.500], [-6.218, 10.836, 24.861], [-7.770, 10.256, 25.353], [-7.207, 11.818, 25.946], [-9.051, 13.073, 24.410], [-9.634, 11.414, 23.959], [-10.104, 13.025, 22.036], [-9.199, 11.572, 21.662], [-7.269, 12.839, 21.740], [-7.617, 14.145, 19.707], [-9.217, 13.548, 19.727], [-7.863, 12.235, 18.374], [-8.429, 11.171, 19.665], [-6.106, 10.117, 18.461], [-6.498, 9.768, 20.181], [-4.919, 10.118, 19.855], [-7.569, 5.930, 14.809], [-8.805, 6.285, 14.124], [-9.384, 7.563, 14.501], [-10.493, 7.931, 13.510], [-9.951, 8.052, 12.134], [-11.037, 8.071, 11.121], [-10.580, 7.950, 9.675], [-9.700, 6.820, 9.504], [-9.199, 6.644, 8.172], [-7.478, 4.851, 14.684], [-7.602, 6.167, 15.872], [-6.767, 6.459, 14.293], [-8.568, 8.278, 14.396], [-9.813, 7.611, 15.502], [-10.943, 8.897, 13.738], [-11.172, 7.082, 13.591], [-9.445, 7.196, 11.959], [-11.635, 8.981, 11.161], [-11.624, 7.176, 11.330], [-10.194, 8.869, 9.232], [-11.458, 7.733, 9.067], [-8.497, 5.813, 8.110], [-8.712, 7.571, 7.868], [-10.100, 6.472, 7.583], [-11.952, 16.710, 29.984], [-10.762, 16.526, 29.029], [-9.827, 15.253, 29.396], [-9.292, 15.423, 30.677], [-8.681, 14.293, 31.219], [-11.340, 16.349, 27.719], [-12.685, 15.905, 29.928], [-12.520, 17.633, 29.864], [-11.535, 16.721, 30.991], [-10.122, 17.408, 29.021], [-9.032, 15.096, 28.667], [-10.419, 14.337, 29.404], [-9.470, 13.579, 31.455], [-8.293, 14.460, 32.224], [-7.931, 13.835, 30.574], [-10.608, 16.356, 27.024], [-11.834, 15.469, 27.672]],
  "de_lowest_kj_mol": 208.71,
  "total_charge": -1,
  "multiplicity": 1,
  "fmax_ha_per_bohr": 0.1027
}



Record 2
{
  "formula": "C49H128AsF9N8O19S",
  "method": "the ωB97M-V functional and the def2-TZVPD basis",
  "elements": ["C", "O", "C", "C", "N", "H", "H", "C", "C", "O", "C", "H", "H", "H", "H", "H", "H", "H", "H", "H", "H", "H", "H", "H", "H", "C", "O", "C", "C", "N", "H", "H", "C", "C", "O", "C", "H", "H", "H", "H", "H", "H", "H", "H", "H", "H", "H", "H", "H", "H", "C", "O", "C", "C", "N", "H", "H", "C", "C", "O", "C", "H", "H", "H", "H", "H", "H", "H", "H", "H", "H", "H", "H", "H", "H", "C", "O", "C", "C", "N", "H", "H", "C", "C", "O", "C", "H", "H", "H", "H", "H", "H", "H", "H", "H", "H", "H", "H", "H", "H", "C", "O", "C", "C", "N", "H", "H", "C", "C", "O", "C", "H", "H", "H", "H", "H", "H", "H", "H", "H", "H", "H", "H", "H", "H", "C", "O", "C", "C", "N", "H", "H", "C", "C", "O", "C", "H", "H", "H", "H", "H", "H", "H", "H", "H", "H", "H", "H", "H", "H", "C", "O", "C", "C", "N", "H", "H", "C", "C", "O", "C", "H", "H", "H", "H", "H", "H", "H", "H", "H", "H", "H", "H", "H", "H", "C", "O", "C", "C", "N", "H", "H", "C", "C", "O", "C", "H", "H", "H", "H", "H", "H", "H", "H", "H", "H", "H", "H", "H", "H", "As", "F", "F", "F", "F", "F", "F", "C", "F", "F", "F", "S", "O", "O", "O"],
  "xyz": [[4.853, 4.489, 4.243], [3.564, 5.052, 4.070], [3.336, 6.202, 4.886], [2.064, 6.894, 4.381], [0.828, 6.027, 4.228], [0.731, 5.283, 4.905], [0.006, 6.583, 4.419], [0.570, 5.444, 2.822], [0.200, 6.491, 1.803], [-1.004, 7.101, 2.381], [-1.198, 8.515, 2.081], [5.499, 5.057, 3.575], [4.858, 3.446, 3.928], [5.079, 4.572, 5.306], [4.205, 6.844, 4.745], [3.290, 6.007, 5.957], [2.145, 7.621, 3.573], [1.774, 7.618, 5.141], [-0.206, 4.682, 2.891], [1.500, 4.935, 2.568], [-0.151, 6.056, 0.867], [0.997, 7.218, 1.648], [-2.085, 8.924, 2.565], [-1.296, 8.802, 1.034], [-0.364, 9.033, 2.555], [7.588, -7.927, -1.738], [6.972, -6.718, -2.019], [7.050, -5.787, -0.940], [6.712, -4.369, -1.395], [7.313, -4.033, -2.827], [8.321, -4.096, -2.794], [7.092, -4.736, -3.517], [7.154, -2.576, -3.332], [8.007, -2.499, -4.611], [9.437, -2.717, -4.254], [10.387, -2.223, -5.108], [8.671, -7.814, -1.788], [7.177, -8.759, -2.309], [7.386, -8.378, -0.767], [8.080, -5.790, -0.586], [6.369, -6.098, -0.148], [7.040, -3.587, -0.711], [5.638, -4.305, -1.571], [7.307, -2.021, -2.407], [6.109, -2.477, -3.622], [7.872, -1.539, -5.109], [7.729, -3.230, -5.371], [10.062, -2.408, -6.132], [11.414, -2.507, -4.880], [10.336, -1.139, -5.005], [7.073, -1.032, 7.721], [5.703, -0.685, 8.004], [4.652, -1.464, 7.402], [3.348, -0.733, 7.582], [3.266, -0.268, 9.020], [4.180, 0.090, 9.260], [2.752, 0.600, 8.981], [2.705, -1.181, 10.096], [3.844, -1.992, 10.845], [4.784, -1.120, 11.445], [4.476, -0.909, 12.834], [7.403, -0.705, 6.735], [7.429, -2.024, 8.001], [7.661, -0.387, 8.373], [4.465, -2.468, 7.783], [4.820, -1.547, 6.328], [2.454, -1.307, 7.336], [3.264, 0.140, 6.934], [1.938, -1.769, 9.591], [2.220, -0.619, 10.894], [4.439, -2.468, 10.066], [3.520, -2.847, 11.439], [5.330, -0.432, 13.315], [4.277, -1.890, 13.265], [3.597, -0.265, 12.821], [-4.673, -5.570, -0.709], [-6.109, -5.806, -0.714], [-6.418, -7.161, -0.908], [-7.928, -7.388, -0.664], [-8.358, -6.985, 0.785], [-7.667, -7.342, 1.428], [-8.288, -5.978, 0.834], [-9.837, -7.433, 1.229], [-10.030, -7.563, 2.707], [-9.773, -6.221, 3.270], [-10.894, -5.783, 4.047], [-4.182, -5.599, -1.681], [-4.169, -6.295, -0.070], [-4.424, -4.556, -0.398], [-5.954, -7.870, -0.222], [-6.018, -7.358, -1.903], [-8.259, -8.425, -0.704], [-8.522, -6.863, -1.412], [-10.206, -8.326, 0.725], [-10.448, -6.619, 0.838], [-9.225, -8.169, 3.121], [-11.010, -7.980, 2.941], [-10.722, -4.737, 4.301], [-11.036, -6.410, 4.927], [-11.812, -5.899, 3.471], [9.168, 2.680, -0.017], [8.162, 3.609, -0.382], [8.319, 4.275, -1.630], [7.170, 5.205, -1.912], [7.029, 6.265, -0.744], [6.999, 5.634, 0.044], [7.897, 6.737, -0.530], [5.771, 7.199, -0.871], [5.811, 8.328, 0.151], [6.469, 7.981, 1.365], [6.674, 9.010, 2.352], [9.978, 3.301, 0.364], [9.596, 2.179, -0.885], [8.905, 1.924, 0.723], [8.458, 3.505, -2.389], [9.268, 4.810, -1.670], [6.275, 4.593, -1.808], [7.280, 5.664, -2.894], [4.911, 6.541, -0.752], [5.626, 7.595, -1.876], [4.817, 8.624, 0.486], [6.266, 9.196, -0.325], [5.684, 9.445, 2.483], [7.340, 9.679, 1.806], [7.100, 8.668, 3.295], [-7.543, 1.101, 8.337], [-7.215, 0.242, 7.289], [-8.415, -0.153, 6.520], [-7.922, -1.158, 5.444], [-7.040, -2.195, 6.093], [-6.338, -1.826, 6.718], [-7.659, -2.627, 6.763], [-6.292, -3.165, 5.147], [-4.811, -2.704, 4.820], [-4.804, -1.306, 4.638], [-4.813, -0.844, 3.262], [-8.343, 0.663, 8.935], [-7.932, 2.047, 7.958], [-6.687, 1.322, 8.974], [-8.855, 0.639, 5.915], [-9.127, -0.710, 7.130], [-7.463, -0.681, 4.578], [-8.766, -1.722, 5.046], [-7.003, -3.267, 4.326], [-6.183, -4.026, 5.805], [-4.413, -3.325, 4.017], [-4.215, -2.981, 5.689], [-5.315, 0.118, 3.159], [-5.345, -1.503, 2.576], [-3.797, -0.773, 2.874], [-6.009, 1.634, -2.728], [-6.117, 0.238, -3.008], [-5.567, -0.217, -4.162], [-6.506, -1.362, -4.741], [-7.924, -0.742, -5.160], [-8.375, -0.413, -4.318], [-7.801, 0.017, -5.814], [-8.802, -1.768, -5.908], [-10.097, -1.120, -6.179], [-10.571, -0.318, -5.070], [-11.717, 0.296, -5.357], [-6.771, 1.826, -1.972], [-6.240, 2.300, -3.559], [-5.037, 1.982, -2.381], [-4.596, -0.656, -3.934], [-5.399, 0.625, -4.833], [-6.699, -2.011, -3.887], [-6.024, -1.890, -5.564], [-8.885, -2.683, -5.321], [-8.298, -2.083, -6.821], [-10.791, -1.811, -6.655], [-10.043, -0.397, -6.993], [-11.604, 0.952, -6.221], [-12.061, 0.840, -4.478], [-12.485, -0.373, -5.746], [2.340, 1.005, -12.664], [1.544, 1.107, -11.529], [0.843, 2.381, -11.409], [0.279, 2.454, -9.907], [1.482, 2.068, -9.018], [1.825, 1.174, -9.340], [2.226, 2.740, -9.144], [1.211, 1.915, -7.518], [0.545, 3.158, -6.932], [-0.815, 3.241, -7.217], [-1.465, 4.433, -6.762], [2.087, 1.680, -13.482], [2.482, -0.017, -13.015], [3.336, 1.345, -12.383], [0.023, 2.206, -12.107], [1.373, 3.267, -11.759], [-0.501, 1.698, -9.821], [-0.229, 3.374, -9.618], [2.224, 1.722, -7.166], [0.483, 1.109, -7.432], [1.007, 4.092, -7.254], [0.785, 3.198, -5.869], [-1.341, 4.481, -5.680], [-2.527, 4.334, -6.987], [-1.044, 5.292, -7.285], [1.941, 0.242, -0.439], [2.156, -0.106, -2.203], [0.347, 0.926, -0.810], [1.769, 0.570, 1.331], [3.609, -0.348, -0.105], [2.584, 1.928, -0.655], [1.249, -1.451, -0.282], [1.479, -4.888, -6.513], [1.585, -4.106, -5.462], [1.635, -6.189, -6.211], [0.314, -4.693, -7.145], [2.982, -4.449, -7.533], [2.872, -3.021, -7.902], [4.047, -4.736, -6.615], [2.938, -5.360, -8.682]],
  "total_charge": 6,
  "multiplicity": 1,
  "fmax_ha_per_bohr": 0.0985
}



| no. | Kohn-Sham gap (eV) |
| --- | --- |
| 1 | 8.58 |
| 2 | 4.60 |